115
Properties=species:S:1:pos:R:3 method="wB97M-V/def2-TZVPD" charge=-1 multiplicity=3 lumo_ev="2.167 / 2.167"
Tm 0.016 -0.624 0.600
C 2.303 2.592 -1.450
Si 1.665 0.721 -1.463
C 3.317 -0.167 -1.971
C 4.120 0.377 -2.975
C 5.269 -0.261 -3.365
C 5.676 -1.444 -2.706
C 4.903 -1.989 -1.714
C 3.677 -1.357 -1.370
P 2.606 -1.990 0.006
C 3.838 -2.208 1.321
C 3.879 -1.198 2.309
C 4.792 -1.306 3.403
C 5.687 -2.386 3.483
C 5.747 -3.251 2.415
C 4.803 -3.217 1.373
C 2.399 -3.728 -0.685
C 2.280 -4.002 -2.063
C 1.919 -5.234 -2.531
C 1.752 -6.251 -1.627
C 1.901 -6.053 -0.271
C 2.240 -4.797 0.199
C 0.534 0.717 -3.049
C 1.146 0.502 -4.317
C 0.421 0.611 -5.518
C -0.908 1.079 -5.460
C -1.548 1.181 -4.205
C -0.814 0.914 -3.055
P -1.681 0.864 -1.390
C -2.919 -0.491 -1.450
C -3.381 -0.995 -2.583
C -4.248 -2.175 -2.638
C -5.350 -2.182 -1.891
C -5.713 -0.976 -1.031
C -3.278 -1.010 -0.134
C -2.626 2.412 -1.280
C -3.972 2.532 -1.183
C -4.569 3.779 -1.255
C -3.788 4.912 -1.452
C -2.448 4.798 -1.526
C -1.822 3.557 -1.451
H 3.283 2.772 -1.885
H 2.390 2.920 -0.410
H 1.483 3.199 -1.767
H 3.867 1.339 -3.440
H 5.894 0.215 -4.122
H 6.695 -1.860 -2.747
H 5.179 -2.805 -1.008
H 3.041 -0.463 2.380
H 4.754 -0.562 4.170
H 6.240 -2.352 4.404
H 6.364 -4.124 2.402
H 4.908 -4.067 0.640
H 2.473 -3.178 -2.681
H 1.746 -5.378 -3.589
H 1.484 -7.278 -2.018
H 1.696 -6.814 0.496
H 2.250 -4.676 1.262
H 2.132 0.181 -4.394
H 0.904 0.304 -6.428
H -1.531 1.314 -6.306
H -2.603 1.490 -4.098
H -3.085 -0.511 -3.512
H -4.148 -2.970 -3.418
H -6.050 -2.904 -1.796
H -5.651 -0.137 -1.758
H -3.100 -2.157 -0.153
H -4.640 1.700 -0.934
H -5.609 3.831 -1.013
H -4.206 5.919 -1.517
H -1.908 5.743 -1.626
H -0.752 3.461 -1.492
O -1.110 -4.043 -1.604
C -0.769 -3.223 -0.798
O -0.284 -2.028 -0.997
C -0.762 -3.664 0.701
C -1.107 -4.925 1.170
C -0.924 -5.218 2.505
C -0.242 -4.251 3.318
C -0.008 -3.015 2.758
N -0.350 -2.694 1.474
C 0.694 -1.850 3.443
O 1.132 -1.993 4.529
O 0.704 -0.731 2.790
H -1.570 -5.576 0.439
H -1.293 -6.120 3.043
H 0.003 -4.501 4.352
C -0.185 1.933 4.258
As -0.418 2.167 2.268
C 1.001 3.421 1.885
C -2.022 3.380 2.261
C -1.813 4.782 2.747
C -1.721 5.823 1.884
C -1.514 7.102 2.316
C -1.258 7.359 3.660
C -1.473 6.341 4.592
C -1.828 5.046 4.142
H -0.143 2.883 4.853
H 0.749 1.466 4.484
H -0.985 1.247 4.585
H 0.735 4.357 2.358
H 1.070 3.690 0.794
H 1.914 3.004 2.357
H -2.885 2.861 2.817
H -2.421 3.408 1.247
H -1.935 5.607 0.813
H -1.507 7.903 1.581
H -1.088 8.373 3.894
H -1.343 6.545 5.674
H -2.178 4.283 4.805
F -5.051 -1.617 1.436
B -4.813 -0.746 0.330
F -4.939 0.590 0.842
F -7.055 -1.157 -0.636
F -2.337 -0.625 0.943



110
Properties=species:S:1:pos:R:3 method="wB97M-V/def2-TZVPD" charge=+3 de_lowest_ev=4.931 lumo_ev=-8.376
Hf 1.202 1.580 0.295
O 0.586 -0.182 0.840
S -0.545 -0.602 -0.365
C -1.963 0.219 0.371
C -2.354 -0.207 1.610
C -3.542 0.198 2.226
C -4.401 1.055 1.509
C -5.858 1.449 1.691
C -6.262 2.162 0.388
C -4.994 2.205 -0.442
C -4.666 2.799 -1.679
C -3.331 2.772 -2.101
C -2.400 2.026 -1.402
P -0.664 2.404 -1.829
C -0.721 2.024 -3.687
C -1.032 0.741 -4.188
C -1.137 0.384 -5.541
C -1.193 1.420 -6.466
C -0.961 2.731 -6.094
C -0.778 3.042 -4.712
C -0.636 4.207 -1.619
C 0.439 4.879 -2.144
C 0.452 6.280 -2.164
C -0.636 6.994 -1.685
C -1.662 6.328 -1.057
C -1.658 4.887 -0.939
C -2.757 1.195 -0.355
C -4.045 1.415 0.156
C -1.203 -2.413 -0.241
C -2.394 -2.445 -0.994
C -3.219 -3.575 -0.872
C -2.787 -4.640 -0.126
C -3.493 -5.932 0.038
C -2.410 -6.858 0.657
C -1.222 -5.963 0.947
C 0.064 -6.198 1.411
C 1.001 -5.111 1.403
C 0.690 -3.856 0.819
P 2.095 -2.857 0.692
C 2.561 -2.658 2.408
C 1.697 -1.845 3.180
C 2.025 -1.470 4.500
C 3.109 -2.084 5.134
C 3.894 -3.021 4.420
C 3.717 -3.236 3.021
C 3.427 -3.847 -0.156
C 2.942 -4.806 -1.021
C 3.781 -5.485 -1.824
C 5.210 -5.375 -1.671
C 5.667 -4.659 -0.581
C 4.775 -3.813 0.135
C -0.662 -3.562 0.387
C -1.505 -4.685 0.427
H -1.704 -0.876 2.161
H -3.913 -0.310 3.175
H -6.013 2.110 2.549
H -6.466 0.573 1.893
H -6.435 3.223 0.718
H -7.085 1.612 -0.063
H -5.510 3.296 -2.235
H -3.027 3.329 -2.975
H -1.057 -0.067 -3.399
H -1.241 -0.664 -5.881
H -1.326 1.153 -7.567
H -1.106 3.496 -6.807
H -0.679 4.129 -4.470
H 1.212 4.289 -2.520
H 1.319 6.891 -2.496
H -0.590 8.071 -1.821
H -2.479 6.818 -0.390
H -2.447 4.345 -0.437
H -2.678 -1.593 -1.568
H -4.179 -3.538 -1.507
H -3.714 -6.361 -1.001
H -4.431 -5.897 0.592
H -2.103 -7.753 0.134
H -2.909 -7.147 1.555
H 0.258 -7.180 1.689
H 1.856 -5.195 2.031
H 0.760 -1.358 2.797
H 1.397 -0.732 5.029
H 3.391 -1.901 6.187
H 4.688 -3.591 4.834
H 4.361 -3.958 2.480
H 1.865 -4.974 -1.095
H 3.316 -6.119 -2.620
H 5.898 -5.921 -2.303
H 6.720 -4.745 -0.286
H 5.281 -3.086 0.759
I 2.431 1.048 -2.021
C 6.565 2.945 -0.323
N 5.161 2.824 0.222
C 4.669 1.750 0.882
N 5.445 0.761 1.211
S 3.141 1.766 1.761
H 6.743 2.281 -1.156
H 7.256 2.708 0.448
H 6.793 3.965 -0.691
H 4.675 3.695 0.461
H 6.332 0.734 0.708
H 5.076 -0.080 1.722
C -1.617 5.154 2.983
C -0.343 4.423 3.479
C 0.065 3.586 2.438
N 0.117 3.047 1.397
H -2.097 5.768 3.769
H -2.382 4.401 2.640
H -1.274 5.889 2.167
H -0.717 3.867 4.336
H 0.489 5.092 3.718



117
Properties=species:S:1:pos:R:3 method="wB97M-V/def2-TZVPD" charge=+1 de_lowest_ev=1.229 lumo_ev=-2.509
Zn 0.212 -1.595 0.025
N -1.213 -0.454 1.232
C -1.895 -1.441 2.022
C -2.461 -1.187 3.236
C -3.169 -2.197 3.925
C -3.325 -3.435 3.372
C -2.715 -3.738 2.133
C -2.812 -4.999 1.504
C -2.125 -5.237 0.348
C -1.297 -4.229 -0.168
N -1.234 -3.025 0.355
C -1.955 -2.751 1.481
H -0.964 0.362 1.776
H -1.819 -0.117 0.480
H -2.377 -0.199 3.674
H -3.611 -1.970 4.886
H -3.888 -4.206 3.885
H -3.427 -5.770 1.955
H -2.189 -6.188 -0.163
H -0.665 -4.417 -1.031
S -4.773 -2.858 -2.605
C -3.858 -1.853 -1.532
N -2.679 -1.516 -1.920
C -2.397 -2.077 -3.160
C -1.199 -1.935 -3.865
C -1.079 -2.536 -5.099
C -2.136 -3.273 -5.650
C -3.322 -3.440 -4.963
C -3.435 -2.842 -3.708
H -4.292 -1.530 -0.591
H -0.387 -1.366 -3.428
H -0.155 -2.440 -5.656
H -2.020 -3.723 -6.629
H -4.139 -4.012 -5.385
C -7.288 3.525 -0.739
C -6.185 4.229 -0.277
C -4.916 3.667 -0.343
C -4.746 2.394 -0.876
C -5.861 1.677 -1.307
C -7.126 2.243 -1.250
As -3.014 1.502 -1.024
C -1.790 2.985 -0.757
C -1.366 3.515 0.454
C -0.402 4.516 0.472
C 0.130 4.986 -0.725
C -0.294 4.460 -1.937
C -1.247 3.446 -1.962
C -1.764 2.768 -3.171
C -1.382 3.034 -4.483
C -1.960 2.329 -5.529
C -2.932 1.367 -5.279
C -3.316 1.093 -3.972
C -2.725 1.780 -2.924
H -8.272 3.974 -0.704
H -6.312 5.224 0.131
H -4.060 4.227 0.013
H -5.739 0.671 -1.697
H -7.986 1.687 -1.603
H -1.805 3.169 1.385
H -0.072 4.938 1.415
H 0.877 5.771 -0.712
H 0.120 4.845 -2.863
H -0.639 3.794 -4.695
H -1.656 2.535 -6.548
H -3.388 0.829 -6.100
H -4.081 0.347 -3.781
N 5.700 -0.681 5.898
C 4.786 -1.355 5.114
C 3.470 -0.884 4.995
C 2.573 -1.520 4.162
C 2.978 -2.639 3.439
C 4.279 -3.111 3.534
C 5.177 -2.475 4.370
S 1.837 -3.380 2.332
O 2.378 -4.625 1.863
O 0.542 -3.367 2.957
N 1.766 -2.289 1.097
C 2.436 -2.582 -0.074
S 4.042 -3.174 -0.293
C 3.863 -3.020 -2.006
C 2.637 -2.548 -2.306
N 1.828 -2.307 -1.216
H 5.344 -0.065 6.607
H 6.546 -1.165 6.143
H 3.165 -0.017 5.571
H 1.552 -1.168 4.062
H 4.574 -3.974 2.948
H 6.193 -2.841 4.458
H 4.662 -3.297 -2.675
H 2.262 -2.359 -3.302
C 2.837 2.245 3.266
C 3.233 2.990 1.995
N 4.389 2.402 1.324
C 5.705 2.565 1.950
C 6.214 1.281 2.598
C 4.353 1.784 0.120
O 5.351 1.388 -0.463
C 3.016 1.550 -0.533
C 2.797 1.994 -1.831
C 1.618 1.652 -2.470
C 0.721 0.829 -1.814
N 0.953 0.351 -0.587
C 2.071 0.724 0.041
H 1.932 2.687 3.689
H 3.627 2.310 4.016
H 2.654 1.189 3.060
H 3.481 4.024 2.247
H 2.399 3.018 1.299
H 5.625 3.367 2.684
H 6.406 2.871 1.175
H 5.533 0.922 3.374
H 7.191 1.459 3.052
H 6.324 0.505 1.841
H 3.557 2.587 -2.326
H 1.406 1.986 -3.478
H -0.210 0.525 -2.281
H 2.224 0.303 1.031



119
Properties=species:S:1:pos:R:3 method="wB97M-V/def2-TZVPD" charge=-1 de_lowest_ev=0.669 lumo_ev=1.450
Ca 0.567 -0.751 0.001
C 2.155 -2.854 4.006
C 2.313 -1.996 2.926
N 1.309 -1.264 2.476
C 0.143 -1.345 3.115
C -0.015 -2.257 4.168
N 0.977 -3.011 4.597
C -0.878 -0.363 2.735
C -1.803 0.056 3.677
C -2.673 1.122 3.343
C -2.512 1.717 2.117
C -1.556 1.224 1.182
N -0.782 0.152 1.512
C -1.394 1.815 -0.074
C -1.644 3.158 -0.396
N -1.098 3.783 -1.406
C -0.169 3.074 -2.128
C 0.011 1.749 -2.016
N -0.893 1.002 -1.177
C -3.720 1.559 4.272
C -4.114 2.895 4.343
C -5.113 3.261 5.225
N -5.721 2.414 6.042
C -5.343 1.147 5.991
C -4.363 0.672 5.138
H 2.969 -3.447 4.402
H 3.270 -1.863 2.440
H -0.963 -2.395 4.666
H -1.817 -0.368 4.665
H -3.163 2.519 1.810
H -2.219 3.792 0.272
H 0.451 3.684 -2.772
H 0.697 1.156 -2.602
H -3.632 3.635 3.725
H -5.434 4.293 5.296
H -5.852 0.487 6.684
H -4.116 -0.376 5.133
N 2.192 -2.487 -0.132
C 2.039 -3.240 -1.372
C 1.356 -2.390 -2.444
C -0.171 -2.446 -2.219
O -0.877 -3.061 -3.000
O -0.572 -1.838 -1.172
H 2.926 -1.790 -0.248
H 2.490 -3.128 0.598
H 1.402 -4.104 -1.152
H 3.018 -3.599 -1.745
H 1.569 -2.784 -3.439
H 1.707 -1.358 -2.363
C 3.516 3.678 -0.704
C 4.172 2.452 -1.337
C 5.683 2.665 -1.389
C 3.660 2.312 -2.766
Si 3.668 0.918 -0.281
O 2.186 0.453 -0.453
C 4.102 1.328 1.528
C 5.414 1.339 1.988
C 5.704 1.348 3.340
C 4.674 1.365 4.267
C 3.361 1.406 3.829
C 3.085 1.394 2.472
C 4.850 -0.577 -0.588
C 5.430 -1.273 0.470
C 6.308 -2.323 0.269
C 6.603 -2.739 -1.017
C 5.996 -2.101 -2.086
C 5.138 -1.037 -1.868
H 3.768 4.592 -1.247
H 3.838 3.794 0.329
H 2.434 3.562 -0.708
H 5.922 3.547 -1.988
H 6.170 1.800 -1.836
H 6.104 2.819 -0.398
H 3.885 3.201 -3.359
H 2.584 2.172 -2.757
H 4.116 1.455 -3.254
H 6.227 1.296 1.274
H 6.735 1.318 3.667
H 4.892 1.325 5.326
H 2.553 1.432 4.550
H 2.064 1.407 2.115
H 5.209 -0.973 1.485
H 6.769 -2.812 1.118
H 7.293 -3.555 -1.182
H 6.199 -2.435 -3.094
H 4.678 -0.548 -2.714
C -1.984 -3.990 2.155
S -1.143 -3.206 0.675
O -0.552 -4.381 0.032
C -2.750 -2.848 -0.062
C -3.288 -3.606 -1.083
C -4.533 -3.271 -1.590
C -5.222 -2.181 -1.083
C -4.666 -1.411 -0.072
C -3.427 -1.752 0.440
H -2.567 -4.836 1.813
H -2.626 -3.256 2.623
H -1.211 -4.326 2.836
H -2.716 -4.425 -1.489
H -4.971 -3.857 -2.386
H -6.193 -1.925 -1.483
H -5.193 -0.556 0.331
H -2.975 -1.164 1.226
F -6.376 3.170 -7.289
C -6.688 1.985 -6.724
F -6.826 1.124 -7.763
F -7.928 2.134 -6.225
C -5.681 1.534 -5.718
C -6.086 0.981 -4.505
C -5.152 0.622 -3.557
C -3.786 0.799 -3.808
C -3.390 1.292 -5.062
C -4.322 1.658 -6.006
C -2.811 0.622 -2.814
C -1.930 0.668 -1.983
H -7.138 0.856 -4.301
H -5.462 0.204 -2.612
H -2.337 1.412 -5.265
H -4.007 2.069 -6.954